Entry from the Open Molecules 2025 dataset: a cluster of 5 separate species, C29H41BNO10PS in total in a non-equilibrium geometry (ωB97M-V with the def2-TZVPD basis set).

Gap between HOMO and LUMO in eV: 6.82
Energy above the lowest of the compared OMol25 structures with the same formula, charge and spin in eV: 3.117
Electronic energy in Ha: -2701.08662
HOMO energy in eV: -7.95
SMILES: COB(O)C1=C([PH2]=S)C(=O)C(OC(=O)c2ccccc2)=C(N=C(C)C)C1=O.CC(C)=O.CC(C)=O.CC(C)=O.CC(C)=O
Net charge: 0
Multiplicity: 1

Last column: Löwdin charge in e.
Geometry (Å):
C1 5.566 0.339 0.543  -0.0581
O1 5.423 -0.464 -0.670  -0.0227
B1 4.156 -1.102 -0.502  -0.5603
O2 4.086 -2.101 0.495  0.0870
C2 2.962 -0.574 -1.422  0.0271
C3 1.752 -1.205 -1.616  -0.2015
P1 1.319 -2.806 -0.746  0.4283
S1 -0.045 -3.892 -1.604  0.1634
C4 0.686 -0.550 -2.564  -0.2849
O3 -0.047 -1.157 -3.304  0.0729
C5 0.606 1.020 -2.579  -0.1001
O4 -0.588 1.723 -2.795  0.0717
C6 -1.396 1.758 -1.645  -0.3599
O5 -1.634 2.841 -1.165  0.1078
C7 -2.043 0.538 -0.976  -0.0849
C8 -2.294 0.619 0.487  0.0001
C9 -2.950 -0.507 1.160  -0.0718
C10 -3.343 -1.743 0.473  -0.0627
C11 -3.095 -1.826 -0.966  -0.0717
C12 -2.470 -0.685 -1.645  -0.0334
C13 1.810 1.665 -2.413  -0.1087
N1 1.991 3.082 -2.441  0.1415
C14 1.311 3.715 -1.540  -0.3184
C15 1.229 3.333 -0.027  -0.0142
C16 0.550 5.010 -2.026  -0.0350
C17 3.112 0.791 -2.209  -0.2436
O6 4.141 1.188 -2.689  0.1401
H1 4.652 0.997 0.611  0.0974
H2 6.514 0.931 0.491  0.1071
H3 5.597 -0.281 1.476  0.0938
H4 4.593 -2.855 0.127  0.1281
H5 0.817 -2.413 0.543  0.0047
H6 2.458 -3.619 -0.523  -0.0109
H7 -2.040 1.499 1.113  0.0871
H8 -3.170 -0.439 2.252  0.0854
H9 -3.821 -2.624 0.958  0.0966
H10 -3.358 -2.720 -1.585  0.1034
H11 -2.331 -0.779 -2.744  0.0738
H12 1.785 2.385 0.179  0.0793
H13 0.181 3.319 0.377  0.0796
H14 1.756 4.164 0.533  0.0963
H15 0.510 5.017 -3.150  0.0875
H16 1.195 5.900 -1.753  0.0826
H17 -0.449 5.124 -1.545  0.0748
C18 -1.627 0.843 5.733  -0.0302
C19 -2.018 1.579 4.479  -0.4865
C20 -2.975 2.734 4.625  -0.0179
O7 -1.581 1.256 3.393  0.0397
H18 -0.936 0.039 5.479  0.0870
H19 -1.133 1.523 6.423  0.0575
H20 -2.513 0.410 6.201  0.0914
H21 -2.539 3.499 5.269  0.0859
H22 -3.920 2.383 5.045  0.0859
H23 -3.169 3.170 3.644  0.0815
C21 -0.370 1.513 10.751  -0.0214
C22 -0.033 0.733 9.507  -0.4856
C23 0.871 -0.463 9.663  -0.0194
O8 -0.472 1.054 8.423  0.0521
H24 -1.026 2.343 10.491  0.0828
H25 -0.886 0.869 11.466  0.0865
H26 0.542 1.914 11.197  0.0864
H27 0.409 -1.193 10.330  0.0868
H28 1.837 -0.149 10.061  0.0867
H29 1.027 -0.927 8.689  0.0835
C24 -5.403 -1.318 -6.025  -0.0228
C25 -4.042 -0.921 -5.514  -0.4852
C26 -3.029 -0.455 -6.528  -0.0148
O9 -3.771 -0.975 -4.334  0.0639
H30 -6.026 -1.632 -5.187  0.0826
H31 -5.878 -0.467 -6.516  0.0850
H32 -5.309 -2.152 -6.724  0.0849
H33 -3.400 0.435 -7.041  0.0862
H34 -2.831 -1.250 -7.249  0.0857
H35 -2.098 -0.203 -6.019  0.0813
C27 1.426 -4.066 -5.174  -0.0268
C28 2.800 -3.711 -4.672  -0.4962
C29 3.822 -3.280 -5.692  -0.0223
O10 3.073 -3.768 -3.491  0.0341
H36 0.797 -4.355 -4.332  0.0332
H37 0.975 -3.201 -5.667  0.0868
H38 1.490 -4.905 -5.870  0.0854
H39 3.477 -2.382 -6.208  0.0865
H40 3.991 -4.085 -6.411  0.0843
H41 4.763 -3.056 -5.190  0.0812